# 1
Formula: C6H8N2O2
Source: the OMol25 dataset
Level of theory: ωB97M-V/def2-TZVPD

As for the gap between HOMO and LUMO: 10.032 eV. As for the energy above the lowest of the compared OMol25 structures with the same formula, charge and spin: 490.9 kJ/mol. Its total energy is -13422.285 eV. As for the HOMO energy: -0.3574 hartree. The total charge is 0.

CARTESIAN COORDINATES (ANGSTROEM)
C -1.90 -1.14 -0.99
C -1.99 0.18 -0.29
C -0.97 1.25 -0.58
C 0.39 0.81 -0.25
C 1.49 0.41 0.03
C 2.79 -0.11 0.40
N 3.24 -1.24 -0.06
N -2.90 0.48 0.55
O -3.81 -0.53 0.75
H -2.85 -1.36 -1.51
H -1.08 -1.15 -1.72
H -1.74 -1.95 -0.26
H -1.00 1.51 -1.65
H -1.22 2.16 -0.01
H -4.41 -0.20 1.42
O 3.76 0.80 0.36
H 2.50 -1.91 -0.21
H 4.47 0.16 -0.21

# 2
Formula: C2H5NP2
Source: the OMol25 dataset
Level of theory: ωB97M-V/def2-TZVPD

As for the gap between HOMO and LUMO: 8.760 eV. As for the energy above the lowest of the compared OMol25 structures with the same formula, charge and spin: 58.5 kJ/mol. Its total energy is -22220.980 eV. As for the HOMO energy: -0.3245 hartree. The total charge is 0.

CARTESIAN COORDINATES (ANGSTROEM)
C 0.11 -1.41 0.26
C 0.46 1.24 0.29
N 1.42 -1.11 -0.07
P 2.05 0.34 -0.10
P -0.94 0.17 -0.15
H -0.06 -2.28 -0.29
H 0.20 -1.65 1.33
H 0.62 1.41 1.39
H 0.47 2.17 -0.16
H -0.73 0.21 -1.66

# 3
Formula: C27H54N2O9P3
Source: the OMol25 dataset
Level of theory: ωB97M-V/def2-TZVPD

As for the gap between HOMO and LUMO: 7.566 eV. Its total energy is -78137.926 eV. As for the HOMO energy: -0.4172 hartree. The total charge is +1.

CARTESIAN COORDINATES (ANGSTROEM)
C 3.27 -4.95 4.16
C 2.64 -3.98 4.89
C 2.47 -2.51 4.35
P 1.47 -2.43 2.76
C 0.27 -1.05 2.98
C -1.02 -1.43 3.76
C -2.37 -0.83 3.19
N -1.05 -2.21 4.76
O 0.81 -3.92 2.59
C -0.37 -3.96 1.74
C -0.27 -3.18 0.39
C -1.48 -3.60 -0.57
C -1.16 -3.04 -2.01
C 2.68 -2.01 1.43
C 3.95 -2.70 1.23
C 4.90 -2.42 0.18
N 4.65 -1.45 -0.73
C 3.50 -0.77 -0.56
C 2.46 -0.94 0.43
H 3.13 -4.94 3.05
H 3.95 -5.68 4.65
H 2.25 -4.30 5.88
H 3.50 -2.10 4.22
H 1.97 -1.91 5.16
H 0.80 -0.27 3.61
H 0.03 -0.51 2.02
H -2.50 -1.13 2.11
H -2.22 0.28 3.15
H -3.26 -1.14 3.77
H -2.03 -2.29 5.06
H -1.32 -3.69 2.28
H -0.51 -5.04 1.46
H -0.35 -2.06 0.48
H 0.70 -3.40 -0.13
H -1.59 -4.71 -0.52
H -2.38 -3.05 -0.20
H -1.55 -1.99 -2.10
H -0.05 -2.99 -2.14
H -1.61 -3.73 -2.76
H 4.20 -3.53 1.94
H 5.83 -3.01 0.11
H 3.31 0.05 -1.30
H 1.53 -0.32 0.45
O 5.31 -0.15 -7.29
P 6.11 0.83 -6.46
O 5.10 0.87 -5.15
C 5.02 -0.28 -4.32
C 6.34 -0.60 -3.65
O 5.60 2.17 -7.28
C 5.48 2.12 -8.70
C 4.02 2.04 -9.10
O 7.24 1.77 -5.65
C 7.03 3.13 -5.25
C 6.19 3.30 -4.00
H 4.66 -1.13 -4.90
H 4.27 -0.06 -3.55
H 7.08 -0.92 -4.39
H 6.22 -1.40 -2.92
H 6.76 0.27 -3.14
H 6.04 1.27 -9.11
H 5.93 3.03 -9.11
H 3.49 1.27 -8.53
H 3.91 1.82 -10.16
H 3.52 2.99 -8.89
H 6.65 3.74 -6.06
H 8.03 3.52 -5.03
H 5.13 3.15 -4.21
H 6.30 4.31 -3.60
H 6.48 2.58 -3.23
O -5.02 2.14 2.75
P -6.27 2.48 3.55
O -7.29 1.69 2.52
C -7.26 0.27 2.49
C -7.68 -0.34 3.82
O -6.39 4.02 2.96
C -5.22 4.83 2.86
C -4.78 4.93 1.41
O -7.61 2.77 4.54
C -8.74 3.57 4.17
C -9.72 2.88 3.24
H -6.27 -0.08 2.21
H -7.96 -0.05 1.71
H -6.94 -0.12 4.60
H -7.79 -1.42 3.73
H -8.63 0.08 4.16
H -4.42 4.44 3.49
H -5.47 5.82 3.24
H -4.74 3.95 0.93
H -3.79 5.40 1.34
H -5.49 5.53 0.84
H -8.44 4.54 3.78
H -9.26 3.77 5.11
H -9.36 2.86 2.22
H -10.67 3.43 3.23
H -9.92 1.86 3.55

# 4
Formula: C5H10N3S
Source: the OMol25 dataset
Level of theory: ωB97M-V/def2-TZVPD

As for the gap between HOMO and LUMO: 10.566 eV. As for the energy above the lowest of the compared OMol25 structures with the same formula, charge and spin: 150.1 kJ/mol. Its total energy is -20644.309 eV. As for the HOMO energy: -0.5260 hartree. The total charge is +1.

CARTESIAN COORDINATES (ANGSTROEM)
C 0.88 1.32 -2.50
C 0.42 0.54 -0.54
C 0.40 -1.62 0.45
C -1.71 -0.43 0.22
C -0.04 0.46 1.77
N -0.01 0.63 -1.75
N 1.94 1.71 -1.87
N -0.20 -0.20 0.45
S 1.98 1.33 -0.31
H 0.66 1.53 -3.61
H -0.39 -2.27 0.94
H 0.48 -1.88 -0.58
H 1.44 -1.42 0.72
H -2.07 -1.07 0.98
H -2.29 0.53 0.35
H -1.70 -0.83 -0.82
H -0.18 -0.33 2.43
H 0.99 0.64 1.90
H -0.59 1.38 1.77